[1]
Density functional theory data (the ωB97M-V functional and the def2-TZVPD basis) for a structure of composition C35H30N11OS6Ti at a distorted geometry.

HOMO level (alpha / beta) in eV: -4.39 / -4.66
Orbital gap (alpha / beta) in eV: 5.41 / 5.59
⟨S²⟩: 2.204
Maximum force in eV/A: 2.136

The geometry in ORCA input format:
```
! wB97M-V def2-TZVPD RIJCOSX def2/J DEFGRID3
* xyz -1 3
Ti 0.304 -1.011 0.522
C 5.736 -0.986 0.500
S 4.858 -1.943 -0.740
C 3.219 -2.018 -0.099
S 2.739 -1.240 1.385
N 2.425 -2.698 -0.866
N 1.131 -2.645 -0.345
C 0.378 -3.709 -0.523
C -0.847 -3.697 0.201
C -1.837 -4.686 0.095
C -2.972 -4.574 0.850
C -3.108 -3.478 1.722
C -2.111 -2.545 1.776
N -0.983 -2.630 1.033
H 6.701 -0.747 0.052
H 5.888 -1.553 1.415
H 5.205 -0.064 0.723
H 0.708 -4.544 -1.129
H -1.692 -5.505 -0.598
H -3.756 -5.316 0.774
H -3.986 -3.354 2.339
H -2.170 -1.682 2.426
S 0.002 0.096 2.603
C -1.327 1.100 1.997
N -1.820 2.140 2.666
N -1.239 2.397 3.833
C -1.775 3.366 4.681
C -2.907 4.096 4.328
C -3.397 5.051 5.206
C -2.783 5.292 6.428
C -1.653 4.558 6.768
C -1.147 3.603 5.903
N -1.958 0.849 0.840
N -1.401 -0.081 0.085
C -2.290 -0.615 -0.892
C -1.753 -1.371 -1.924
C -2.581 -2.001 -2.840
C -3.955 -1.853 -2.750
C -4.491 -1.069 -1.732
C -3.670 -0.458 -0.800
H -0.487 1.800 4.162
H -3.380 3.906 3.376
H -4.279 5.615 4.926
H -3.172 6.043 7.102
H -1.158 4.730 7.715
H -0.262 3.037 6.169
H -0.679 -1.441 -2.047
H -2.140 -2.588 -3.635
H -4.604 -2.327 -3.474
H -5.563 -0.934 -1.661
H -4.078 0.144 -0.001
N 4.646 2.684 -3.758
C 4.438 2.805 -2.424
O 5.103 3.535 -1.713
C 3.320 1.970 -1.853
C 2.810 2.303 -0.604
C 1.810 1.529 -0.069
N 1.296 0.449 -0.699
C 1.747 0.184 -1.927
C 2.781 0.891 -2.515
H 5.332 3.292 -4.171
H 3.974 2.242 -4.363
H 3.210 3.146 -0.061
H 1.407 1.749 0.909
H 1.328 -0.668 -2.444
H 3.138 0.551 -3.476
S 2.373 0.738 -8.171
C 1.190 0.823 -6.979
S 1.367 1.868 -5.623
C -0.110 1.292 -4.873
N -0.709 0.410 -5.629
N 0.020 0.175 -6.808
C -0.563 -0.819 -7.656
C -0.245 -0.916 -9.005
C -0.832 -1.909 -9.779
C -1.738 -2.801 -9.230
C -2.074 -2.675 -7.888
C -1.500 -1.690 -7.103
S -0.554 1.901 -3.345
H 0.453 -0.225 -9.447
H -0.573 -1.973 -10.829
H -2.184 -3.577 -9.839
H -2.796 -3.349 -7.442
H -1.777 -1.566 -6.069
*
```

[2]
Density functional theory data (the ωB97M-V functional and the def2-TZVPD basis) for a structure of composition C35H31AsN4O7P2SSe2V at a distorted geometry.

HOMO level in eV: -10.33
Orbital gap in eV: 5.82
Relative energy (zero: lowest compared OMol25 entry of this formula, charge and spin) in eV: 0.175
Maximum force in eV/A: 1.208

The geometry in ORCA input format:
```
! wB97M-V def2-TZVPD RIJCOSX def2/J DEFGRID3
* xyz 1 1
V 1.151 2.238 -1.519
O 4.846 2.030 0.307
As 3.877 3.276 -0.412
O 4.682 4.319 -1.328
O 2.866 2.184 -1.460
C 2.825 3.792 1.132
C 3.463 3.575 2.345
C 2.849 3.939 3.537
C 1.597 4.531 3.533
C 0.947 4.752 2.329
C 1.558 4.383 1.146
S 0.632 4.569 -0.337
O -0.202 5.708 -0.300
O 1.641 4.408 -1.401
O -0.143 3.258 -0.538
H 5.686 1.927 -0.161
H 4.437 3.110 2.371
H 3.364 3.756 4.470
H 1.121 4.819 4.460
H -0.032 5.214 2.301
Se 1.306 -3.646 1.788
P -0.234 -2.265 2.113
C -1.860 -2.813 1.521
C -2.841 -1.907 1.128
C -4.075 -2.363 0.688
C -4.341 -3.726 0.662
C -3.373 -4.632 1.080
C -2.131 -4.179 1.499
C -0.500 -1.737 3.822
C -1.387 -0.707 4.123
C -1.616 -0.360 5.443
C -0.962 -1.039 6.464
C -0.075 -2.062 6.165
C 0.159 -2.413 4.841
C 0.097 -0.719 1.231
C 0.105 -0.405 -0.117
N 0.722 0.798 -0.203
N 1.060 1.206 1.015
N 0.698 0.313 1.884
P -0.293 -1.087 -1.699
Se 0.912 0.198 -3.040
C -2.036 -0.844 -2.045
C -2.668 -1.590 -3.036
C -3.983 -1.306 -3.371
C -4.655 -0.269 -2.738
C -4.015 0.490 -1.766
C -2.705 0.205 -1.416
C 0.167 -2.802 -1.852
C -0.771 -3.805 -1.613
C -0.365 -5.128 -1.651
C 0.961 -5.444 -1.914
C 1.893 -4.440 -2.145
C 1.501 -3.114 -2.113
H -2.646 -0.841 1.160
H -4.829 -1.655 0.367
H -5.306 -4.082 0.324
H -3.585 -5.694 1.073
H -1.356 -4.876 1.795
H -1.894 -0.167 3.332
H -2.306 0.441 5.678
H -1.146 -0.768 7.496
H 0.437 -2.590 6.959
H 0.855 -3.204 4.592
H -2.142 -2.391 -3.543
H -4.479 -1.891 -4.134
H -5.679 -0.046 -3.008
H -4.537 1.303 -1.278
H -2.208 0.797 -0.657
H -1.802 -3.561 -1.390
H -1.086 -5.913 -1.463
H 1.273 -6.480 -1.937
H 2.926 -4.689 -2.346
H 2.223 -2.327 -2.290
N 4.200 3.029 -4.416
C 2.927 2.602 -4.515
O 2.617 1.490 -4.913
C 1.851 3.616 -4.166
C 0.645 2.994 -3.476
H 4.929 2.370 -4.644
H 4.447 3.837 -3.861
H 1.486 3.984 -5.132
H 2.253 4.469 -3.631
H 0.116 2.302 -4.113
H -0.047 3.739 -3.083
*
```

[3]
Density functional theory data (the ωB97M-V functional and the def2-TZVPD basis) for a structure of composition C35H31AuBGeIN9 at a distorted geometry.

HOMO level (alpha / beta) in eV: -15.83 / -15.83
Orbital gap (alpha / beta) in eV: 3.77 / 3.76
Relative energy (zero: lowest compared OMol25 entry of this formula, charge and spin) in eV: 0.376
Maximum force in eV/A: 1.275

The geometry in ORCA input format:
```
! wB97M-V def2-TZVPD RIJCOSX def2/J DEFGRID3
* xyz 3 1
Au -0.215 -1.263 -0.427
C -0.612 -5.540 -0.569
C 0.069 -4.449 -1.083
N 0.069 -3.469 -0.173
N -0.644 -3.872 0.906
C -1.068 -5.129 0.680
B -0.909 -2.980 2.150
N -2.176 -2.138 1.853
C -3.394 -2.079 2.422
C -4.174 -1.179 1.718
C -3.350 -0.709 0.700
N -2.160 -1.304 0.792
N 0.267 -1.975 2.335
C 0.954 -1.695 3.449
C 1.802 -0.625 3.200
C 1.578 -0.290 1.875
N 0.654 -1.120 1.376
N -1.037 -3.814 3.400
C -1.530 -3.486 4.633
C -1.297 -4.537 5.475
C -0.611 -5.483 4.674
N -0.443 -5.030 3.451
H -0.756 -6.498 -1.038
H 0.577 -4.340 -2.028
H -1.682 -5.660 1.382
H -3.650 -2.682 3.278
H -5.193 -0.898 1.917
H -3.556 0.003 -0.082
H 0.817 -2.260 4.356
H 2.494 -0.164 3.882
H 2.043 0.475 1.272
H -2.014 -2.542 4.836
H -1.520 -4.616 6.525
H -0.224 -6.448 4.956
I -4.511 -3.778 -3.504
C -2.827 -2.536 -3.520
C -2.353 -1.935 -4.683
C -1.234 -1.116 -4.607
C -0.622 -0.906 -3.389
N -1.098 -1.475 -2.271
C -2.172 -2.281 -2.328
H -2.849 -2.101 -5.630
H -0.840 -0.638 -5.494
H 0.259 -0.281 -3.294
H -2.511 -2.721 -1.400
C -2.075 6.114 -2.268
C -1.104 6.555 -1.379
C -0.092 5.695 -0.979
C -0.054 4.397 -1.493
C -1.031 3.951 -2.384
C -2.047 4.814 -2.760
Ge 1.443 3.296 -0.935
C 2.088 3.548 0.870
C 3.405 3.209 1.199
C 3.842 3.413 2.497
C 2.974 3.931 3.452
C 1.668 4.275 3.118
C 1.218 4.086 1.822
C 2.333 2.103 -2.205
C 2.852 2.692 -3.358
C 3.590 1.926 -4.249
C 3.803 0.578 -3.997
C 3.274 -0.017 -2.859
C 2.538 0.741 -1.959
H -2.851 6.797 -2.587
H -1.127 7.564 -0.991
H 0.667 6.044 -0.289
H -1.000 2.944 -2.784
H -2.811 4.471 -3.445
H 4.085 2.818 0.452
H 4.865 3.179 2.761
H 3.322 4.078 4.466
H 1.002 4.689 3.863
H 0.202 4.355 1.557
H 2.697 3.747 -3.553
H 3.999 2.389 -5.137
H 4.394 -0.011 -4.686
H 3.447 -1.067 -2.665
H 2.135 0.260 -1.068
*
```